13
Properties=species:S:1:pos:R:3 method="wB97M-V/def2-TZVPD" lumo_ev=0.89 e_above_lowest_kcal_mol=26.6 e_homo_ev=-8.558 total_energy_ev=-69622.081 smiles=[SeH]CC1CC1
Se 2.935 0.140 0.090
C 1.337 -0.929 -0.107
C -0.079 -0.099 0.624
C -0.693 1.050 -0.083
C -1.434 -0.253 0.045
H 2.412 1.275 -0.642
H 1.108 -1.085 -1.159
H 1.468 -1.869 0.417
H 0.066 -0.070 1.691
H -0.320 1.318 -1.059
H -1.013 1.896 0.508
H -2.266 -0.310 0.733
H -1.566 -0.852 -0.843

***

39
Properties=species:S:1:pos:R:3 method="wB97M-V/def2-TZVPD" lumo_ev=0.33 e_above_lowest_kcal_mol=318.9 e_homo_ev=-8.217 total_energy_ev=-34782.385
C -1.694 -3.174 -2.222
H -1.012 -3.342 -3.206
O -2.326 -2.031 -2.436
C -1.462 -0.795 -2.319
C -1.996 0.530 -2.448
C -1.439 1.681 -2.175
C -0.113 1.764 -1.950
C 0.706 0.340 -2.123
C 0.027 -0.865 -2.158
H 0.485 -1.690 -2.146
H 1.657 0.186 -1.896
C 0.789 2.767 -1.823
H 0.388 3.847 -2.577
H 1.668 2.687 -2.075
C 0.622 3.254 -0.437
N 0.640 2.162 0.591
C -0.423 1.603 0.905
O -1.530 2.007 1.070
C -0.222 -0.113 1.185
C -1.373 -0.849 1.241
C -1.092 -2.207 1.388
C -0.033 -2.731 2.018
N 1.026 -1.994 2.051
C 0.890 -0.610 1.913
S 2.611 0.092 1.967
C 3.458 -0.998 2.740
H 3.058 -1.189 3.669
H 4.414 -0.665 3.030
H 3.618 -1.708 2.206
H 0.133 -3.664 2.043
H -2.032 -2.962 1.263
H -2.094 -0.393 0.761
H 1.504 1.562 0.320
H 1.301 4.153 -0.096
H -0.463 3.703 -0.153
H -2.097 2.332 -2.255
H -3.098 0.328 -2.532
H -1.247 -3.266 -1.136
H -2.411 -3.974 -2.236

***

125
Properties=species:S:1:pos:R:3 method="wB97M-V/def2-TZVPD" lumo_ev=-10.34 e_above_lowest_kcal_mol=11.7 charge=+3 e_homo_ev=-14.607 total_energy_ev=-244408.996
V 1.523 -1.641 0.392
C 5.526 -3.203 -1.372
N 5.464 -2.972 0.074
C 6.692 -3.144 0.857
C 4.311 -2.722 0.665
N 3.149 -2.622 0.039
N 4.318 -2.560 2.033
C 3.185 -2.404 2.796
N 3.324 -2.631 4.098
N 2.056 -2.023 2.254
H 6.544 -3.035 -1.707
H 4.893 -2.504 -1.919
H 5.245 -4.228 -1.623
H 7.525 -3.284 0.177
H 6.643 -4.033 1.491
H 6.901 -2.257 1.459
H 3.208 -2.797 -0.959
H 5.176 -2.762 2.520
H 4.184 -2.949 4.516
H 2.540 -2.509 4.723
H 1.287 -1.979 2.925
C -0.357 -2.864 5.667
C -1.109 -2.581 4.390
C -1.199 -3.535 3.379
C -2.035 -3.353 2.278
C -2.271 -4.479 1.308
C -2.747 -2.147 2.167
C -2.645 -1.161 3.161
C -3.438 0.114 3.077
C -1.819 -1.392 4.254
C -3.688 -1.961 1.029
C -5.051 -2.182 1.191
C -5.915 -2.047 0.111
C -5.435 -1.705 -1.143
C -4.075 -1.468 -1.347
C -3.250 -1.579 -0.240
Ge -1.357 -1.080 -0.517
S 0.159 -2.751 -0.848
S -0.069 -0.117 1.225
Ge 0.636 1.264 -0.565
S 2.335 -0.146 -1.009
S -1.063 0.664 -1.925
C 1.138 3.094 -0.039
C 0.125 3.990 0.277
C 0.506 5.270 0.672
C 1.847 5.618 0.749
C 2.835 4.695 0.434
C 2.495 3.405 0.033
C 3.583 2.448 -0.311
C 4.233 1.722 0.692
C 3.802 1.798 2.134
C 5.295 0.894 0.344
C 5.739 0.787 -0.968
C 6.947 -0.036 -1.313
C 5.059 1.496 -1.957
C 3.991 2.328 -1.654
C 3.269 3.070 -2.747
C -1.321 3.647 0.200
C -2.013 3.778 -1.010
C -1.330 4.156 -2.299
C -3.389 3.579 -1.015
C -4.090 3.250 0.137
C -5.582 3.106 0.125
C -3.374 3.104 1.326
C -2.007 3.312 1.382
C -1.270 3.211 2.693
C -3.563 -1.156 -2.707
C -3.805 0.108 -3.271
C -4.523 1.173 -2.487
C -3.374 0.359 -4.565
C -2.735 -0.614 -5.328
C -2.313 -0.352 -6.741
C -2.520 -1.866 -4.752
C -2.926 -2.158 -3.459
C -2.734 -3.550 -2.907
H 0.229 -3.783 5.592
H -1.071 -3.019 6.477
H 0.267 -2.018 5.973
H -0.678 -4.481 3.489
H -1.629 -5.331 1.528
H -2.105 -4.178 0.272
H -3.309 -4.809 1.376
H -3.588 0.430 2.045
H -2.935 0.911 3.622
H -4.422 -0.027 3.529
H -1.759 -0.644 5.038
H -5.427 -2.469 2.165
H -6.974 -2.227 0.245
H -6.105 -1.636 -1.990
H -0.264 5.992 0.911
H 2.126 6.616 1.060
H 3.882 4.961 0.499
H 2.829 2.275 2.251
H 4.525 2.372 2.717
H 3.757 0.794 2.567
H 5.814 0.344 1.125
H 7.132 -0.812 -0.567
H 7.830 0.606 -1.334
H 6.854 -0.492 -2.298
H 5.383 1.409 -2.989
H 3.776 2.945 -3.701
H 3.206 4.136 -2.527
H 2.246 2.697 -2.860
H -0.259 4.308 -2.177
H -1.756 5.078 -2.695
H -1.489 3.380 -3.053
H -3.933 3.710 -1.944
H -5.973 3.037 -0.888
H -6.038 3.978 0.598
H -5.903 2.233 0.695
H -3.914 2.856 2.234
H -1.955 2.968 3.503
H -0.784 4.154 2.945
H -0.488 2.446 2.653
H -4.096 1.286 -1.488
H -5.579 0.924 -2.366
H -4.464 2.129 -3.005
H -3.558 1.333 -5.005
H -2.520 0.672 -7.043
H -2.841 -1.024 -7.420
H -1.249 -0.554 -6.873
H -2.047 -2.640 -5.347
H -2.541 -4.258 -3.709
H -3.617 -3.883 -2.360
H -1.880 -3.592 -2.223

***

86
Properties=species:S:1:pos:R:3 method="wB97M-V/def2-TZVPD" s2=0.7675 lumo_ev="2.21 / 2.21" multiplicity=2 e_above_lowest_kcal_mol=5.9 charge=-1 e_homo_ev="-2.458 / -5.185" total_energy_ev=-61270.775
Hg -0.138 0.457 0.368
C -3.263 -3.544 -3.554
O -1.999 -3.131 -3.052
C -1.902 -2.014 -2.287
O -0.892 -1.772 -1.694
N -3.040 -1.225 -2.274
N -2.948 -0.081 -1.462
H -3.123 -4.561 -3.910
H -3.582 -2.922 -4.397
H -4.025 -3.525 -2.776
H -3.483 -1.111 -3.177
H -3.876 0.264 -1.269
H -2.359 0.641 -1.871
N 2.029 1.740 4.567
C 3.166 1.692 3.794
C 2.733 1.717 2.503
N 1.361 1.775 2.467
C 0.968 1.791 3.720
C -0.411 1.798 4.188
N -1.432 2.307 3.545
C -2.522 2.052 4.337
C -2.147 1.389 5.467
N -0.784 1.249 5.379
H 1.986 1.721 5.570
H 4.147 1.613 4.225
H 3.304 1.617 1.596
H -3.512 2.362 4.044
H -2.706 0.994 6.296
H -0.234 0.594 5.922
C 1.962 -3.995 -1.441
C 3.200 -3.171 -1.799
C 4.328 -4.092 -2.235
O 3.609 -2.444 -0.652
B 2.862 -1.214 -0.639
O 2.317 -1.032 -1.966
C 2.863 -2.032 -2.808
C 4.120 -1.467 -3.473
C 1.842 -2.410 -3.869
H 2.201 -4.613 -0.574
H 1.656 -4.649 -2.263
H 1.127 -3.344 -1.184
H 4.476 -4.866 -1.479
H 5.261 -3.541 -2.343
H 4.091 -4.580 -3.184
H 4.873 -1.234 -2.719
H 3.850 -0.541 -3.984
H 4.547 -2.159 -4.202
H 0.889 -2.666 -3.412
H 2.193 -3.255 -4.469
H 1.685 -1.560 -4.540
O 2.025 -0.837 0.516
O 3.299 -0.105 0.155
N 1.036 -1.357 6.223
C 0.453 -1.567 5.240
C -0.364 -1.703 4.100
C -1.734 -2.173 4.185
C -2.515 -2.000 3.052
C -2.024 -1.392 1.920
N -0.699 -0.944 1.859
C 0.081 -1.136 2.916
H -2.112 -2.628 5.088
H -3.546 -2.334 3.048
H -2.614 -1.233 1.030
H 1.102 -0.788 2.820
C -2.822 5.039 -0.439
N -2.279 4.049 0.461
C -3.057 2.829 0.428
C -0.841 3.811 0.315
C -0.396 3.221 -1.011
C -0.279 4.073 -2.112
C 0.092 3.601 -3.361
C 0.374 2.252 -3.520
C 0.289 1.396 -2.430
C -0.095 1.862 -1.167
H -3.847 5.273 -0.138
H -2.847 4.715 -1.493
H -2.233 5.957 -0.382
H -4.086 3.046 0.730
H -2.636 2.105 1.124
H -3.090 2.376 -0.580
H -0.538 3.157 1.133
H -0.338 4.772 0.465
H -0.470 5.133 -1.980
H 0.179 4.285 -4.198
H 0.692 1.868 -4.482
H 0.576 0.357 -2.545

***

36
Properties=species:S:1:pos:R:3 method="wB97M-V/def2-TZVPD" lumo_ev=-0.80 e_above_lowest_kcal_mol=322.8 e_homo_ev=-7.788 total_energy_ev=-48806.402 smiles="Cc1ccc(NS(=O)(=O)c2cc(C(=O)O)ccc2Cl)c(C)c1"
C 2.741 -2.093 -3.343
C 2.098 -1.636 -2.031
C 1.406 -0.464 -1.781
C 1.020 -0.117 -0.668
C 1.157 -0.999 0.263
N 0.677 -0.583 1.509
S 0.415 1.005 2.276
O 1.270 1.825 1.561
O 0.410 0.975 3.602
C -1.160 1.406 1.305
C -1.264 2.429 0.575
C -2.735 2.659 0.135
C -2.806 3.875 -0.832
O -1.809 4.603 -1.359
O -4.064 3.979 -1.141
C -3.587 1.874 0.415
C -3.552 0.654 1.145
C -2.098 0.479 1.861
Cl -2.038 -0.843 2.908
C 2.002 -2.171 0.264
C 2.090 -3.198 1.511
C 2.572 -2.472 -0.997
H 2.134 -3.004 -3.884
H 3.782 -2.539 -3.358
H 2.646 -1.370 -3.882
H 1.395 0.145 -2.673
H 0.514 0.701 -0.580
H 0.855 -1.245 2.581
H -0.477 3.104 0.380
H -3.888 4.821 -1.878
H -4.836 1.833 -0.006
H -4.198 0.159 1.508
H 2.647 -3.946 1.180
H 2.711 -2.664 2.492
H 1.155 -3.576 1.990
H 2.815 -3.602 -1.047

***

201
Properties=species:S:1:pos:R:3 method="wB97M-V/def2-TZVPD" s2=0.7694 lumo_ev="3.48 / 3.48" multiplicity=2 charge=-2 e_homo_ev="0.113 / -2.790" total_energy_ev=-292277.525
Hg -0.902 -0.547 -0.472
C -3.123 0.261 3.553
C -2.670 0.606 2.280
N -1.940 -0.372 1.774
N -1.893 -1.349 2.676
C -2.602 -1.000 3.757
B -1.329 -2.740 2.342
N 0.125 -2.633 1.878
C 1.136 -3.422 2.274
C 2.260 -3.090 1.552
C 1.838 -2.047 0.728
N 0.561 -1.785 0.945
N -2.265 -3.270 1.231
C -3.142 -4.281 1.343
C -4.021 -4.218 0.285
C -3.591 -3.104 -0.442
N -2.538 -2.554 0.136
H -3.747 0.832 4.211
H -2.846 1.498 1.714
H -2.699 -1.655 4.600
H -1.396 -3.465 3.285
H 0.998 -4.141 3.059
H 3.242 -3.515 1.616
H 2.415 -1.476 0.027
H -3.084 -4.975 2.161
H -4.840 -4.880 0.068
H -4.022 -2.691 -1.333
C 2.403 -0.493 3.520
P 1.227 0.852 3.041
C 2.512 1.974 2.360
N 3.684 1.933 2.986
C 4.741 2.510 2.379
C 6.023 2.427 2.949
C 7.107 2.983 2.298
C 6.940 3.658 1.091
C 5.689 3.778 0.522
C 4.575 3.195 1.142
N 3.363 3.272 0.554
C 2.345 2.649 1.138
P 0.848 2.531 0.098
C -0.470 3.026 1.276
C 0.925 4.154 -0.894
C -0.477 4.414 -1.442
C 1.381 5.379 -0.102
C 1.878 3.919 -2.063
C 0.831 1.564 4.781
C 2.006 2.238 5.476
C -0.306 2.579 4.658
C 0.315 0.380 5.600
H 2.956 -0.728 2.612
H 1.842 -1.376 3.824
H 3.108 -0.196 4.292
H 6.148 1.907 3.890
H 8.099 2.890 2.727
H 7.801 4.093 0.595
H 5.538 4.304 -0.410
H -1.398 3.098 0.716
H -0.240 3.969 1.770
H -0.560 2.229 2.006
H -1.130 4.835 -0.681
H -0.920 3.488 -1.802
H -0.422 5.125 -2.265
H 2.399 5.245 0.254
H 1.352 6.254 -0.756
H 0.725 5.576 0.745
H 1.508 3.097 -2.670
H 2.866 3.670 -1.684
H 1.952 4.812 -2.688
H 2.299 3.132 4.933
H 2.871 1.584 5.529
H 1.717 2.531 6.488
H 0.000 3.435 4.060
H -0.589 2.945 5.648
H -1.186 2.125 4.204
H 1.123 -0.303 5.848
H -0.441 -0.163 5.034
H -0.147 0.719 6.528
C 0.153 2.587 -8.938
C -0.937 2.647 -7.906
C -2.027 1.796 -7.972
C -3.029 1.830 -7.017
C -4.188 0.886 -7.096
C -2.941 2.752 -5.974
C -1.860 3.630 -5.903
C -1.788 4.650 -4.808
C -0.866 3.560 -6.865
C -4.072 2.860 -5.029
C -4.998 3.875 -5.246
C -6.115 3.981 -4.441
C -6.313 3.061 -3.430
C -5.399 2.035 -3.206
C -4.263 1.940 -4.005
Ge -2.677 0.637 -3.580
S -2.181 1.267 -1.506
S -3.347 -1.604 -3.677
Ge -1.104 -1.964 -3.991
S 0.091 -2.054 -2.167
S -0.696 -0.023 -5.060
C -0.727 -3.665 -5.046
C -0.185 -4.779 -4.401
C 0.266 -5.872 -5.138
C 0.173 -5.889 -6.514
C -0.428 -4.823 -7.147
C -0.891 -3.724 -6.425
C -1.620 -2.762 -7.284
C -2.996 -2.928 -7.454
C -3.778 -3.797 -6.518
C -3.625 -2.288 -8.512
C -2.914 -1.514 -9.415
C -3.586 -0.912 -10.618
C -1.556 -1.321 -9.199
C -0.901 -1.924 -8.139
C 0.551 -1.668 -7.889
C -0.118 -4.992 -2.939
C -1.276 -5.349 -2.248
C -2.620 -5.260 -2.903
C -1.160 -5.808 -0.944
C 0.069 -5.908 -0.316
C 0.187 -6.494 1.060
C 1.204 -5.495 -1.000
C 1.126 -5.047 -2.307
C 2.364 -4.625 -3.043
C -5.702 1.052 -2.140
C -6.274 -0.176 -2.466
C -6.606 -0.542 -3.883
C -6.559 -1.081 -1.452
C -6.289 -0.792 -0.127
C -6.573 -1.785 0.962
C -5.763 0.455 0.185
C -5.480 1.386 -0.800
C -4.981 2.751 -0.435
H -0.147 1.979 -9.788
H 1.047 2.145 -8.500
H 0.408 3.586 -9.293
H -2.089 1.072 -8.768
H -4.290 0.476 -8.098
H -5.114 1.381 -6.809
H -4.022 0.053 -6.411
H -2.137 4.226 -3.870
H -2.421 5.508 -5.043
H -0.767 5.001 -4.680
H -0.017 4.227 -6.802
H -4.836 4.569 -6.062
H -6.831 4.776 -4.607
H -7.195 3.122 -2.804
H 0.675 -6.721 -4.605
H 0.534 -6.735 -7.085
H -0.571 -4.830 -8.220
H -3.334 -4.789 -6.441
H -4.812 -3.893 -6.843
H -3.770 -3.350 -5.524
H -4.691 -2.418 -8.648
H -4.658 -1.103 -10.596
H -3.178 -1.344 -11.534
H -3.427 0.166 -10.660
H -0.987 -0.705 -9.884
H 0.999 -1.115 -8.712
H 1.100 -2.595 -7.729
H 0.631 -1.068 -6.979
H -2.617 -5.738 -3.882
H -2.890 -4.214 -3.045
H -3.386 -5.718 -2.281
H -2.053 -6.097 -0.407
H -0.796 -6.633 1.505
H 0.776 -5.843 1.700
H 0.688 -7.464 1.008
H 2.167 -5.527 -0.507
H 3.126 -4.296 -2.340
H 2.132 -3.806 -3.721
H 2.769 -5.450 -3.632
H -6.486 0.310 -4.548
H -7.630 -0.910 -3.955
H -5.935 -1.332 -4.216
H -6.989 -2.041 -1.712
H -6.922 -2.728 0.547
H -7.334 -1.403 1.645
H -5.670 -1.976 1.540
H -5.560 0.695 1.220
H -4.686 2.785 0.611
H -5.761 3.497 -0.600
H -4.121 3.013 -1.046
C 6.668 3.496 -5.694
C 5.715 2.876 -4.714
C 4.411 2.574 -5.087
C 3.554 1.938 -4.206
C 4.011 1.597 -2.945
C 5.288 1.934 -2.543
C 6.140 2.569 -3.426
S 2.975 0.622 -1.793
C 3.163 -0.864 -2.874
O 3.853 0.360 -0.648
H 6.132 3.966 -6.516
H 7.322 2.730 -6.112
H 7.294 4.240 -5.208
H 4.063 2.821 -6.083
H 2.546 1.691 -4.507
H 5.594 1.674 -1.540
H 7.146 2.815 -3.115
H 4.218 -1.039 -3.060
H 2.619 -0.684 -3.792
H 2.714 -1.703 -2.355